DFT (wB97M-V/def2-TZVPD) results for the ion C8H14N3S with charge +1.

The geometry in XYZ format:
```
26
C8H14N3S (wB97M-V/def2-TZVPD)
C -1.425 -0.666 1.156
C -1.395 0.874 1.716
C 0.135 1.388 2.158
N 0.965 1.879 1.005
S 2.027 0.699 0.311
N 2.414 -0.627 1.373
C 1.047 -0.127 -1.112
C -0.070 0.840 -1.788
C -0.957 0.149 -3.028
C -0.484 -1.423 -3.287
C 0.708 -2.208 -2.503
N 1.463 -1.524 -1.411
H -2.403 -1.174 1.608
H -1.602 -0.686 -0.025
H -0.523 -1.336 1.480
H -1.947 1.659 1.035
H -2.003 0.868 2.744
H -0.079 2.344 2.842
H 0.646 0.612 2.868
H 1.401 2.813 1.164
H 2.555 -0.318 2.374
H 1.652 -1.339 1.294
H -0.263 1.952 -1.441
H -1.812 0.699 -3.606
H -1.040 -2.017 -4.153
H 0.990 -3.332 -2.776
```

Values from the calculation:
- Relative energy (zero: lowest compared OMol25 entry of this formula, charge and spin): 846.5 kJ/mol
- Net charge: +1
- E_HOMO: -12.820 eV
- LUMO level: -4.204 eV
- E: -23812.67192 eV